Entry 1:
{"formula": "C3H11N2S2", "method": "the ωB97M-V functional and the def2-TZVPD basis", "multiplicity": 2, "homo_lumo_gap_ev": [10.7, 6.8], "homo_ev": [-18.077, -18.076], "total_charge": 2, "species": ["C", "S", "S", "H", "H", "H", "H", "C", "N", "C", "N", "H", "H", "H", "H", "H", "H", "H"], "coordinates": [[1.7787, 2.1214, 0.3045], [1.2593, 2.8182, -1.2448], [0.1838, 1.3859, -2.2008], [0.9050, 1.7877, 0.8592], [2.2946, 2.9106, 0.8460], [2.4683, 1.2907, 0.1284], [1.2145, 0.5289, -2.3984], [-0.8885, -1.4880, 0.1176], [-1.7145, -3.6678, 2.9757], [-1.4082, -3.2233, 1.7846], [-1.1334, -1.9785, 1.4879], [-1.4881, -0.5906, -0.0155], [-1.2085, -2.2438, -0.5898], [0.1637, -1.2430, -0.0140], [-1.5699, -3.0851, 3.7906], [-1.9252, -4.6469, 3.1070], [-1.4256, -3.9234, 0.9617], [-1.0884, -1.2756, 2.2144]]}

Entry 2:
{"formula": "C22H38BN6OSTc", "method": "the ωB97M-V functional and the def2-TZVPD basis", "multiplicity": 4, "homo_lumo_gap_ev": [7.0, 6.4], "homo_ev": [-18.274, -18.229], "total_charge": 3, "species": ["Tc", "C", "C", "C", "C", "C", "C", "N", "N", "B", "N", "C", "C", "C", "N", "C", "C", "C", "N", "C", "C", "C", "N", "C", "C", "C", "H", "H", "H", "H", "H", "H", "H", "H", "H", "H", "H", "H", "H", "H", "H", "H", "H", "H", "H", "H", "H", "H", "H", "H", "H", "H", "H", "H", "C", "C", "S", "O", "C", "C", "H", "H", "H", "H", "H", "H", "H", "H", "H", "H"], "coordinates": [[0.0418, -0.1227, 0.0853], [1.5911, -4.1766, -0.9718], [2.3913, -2.8651, -0.9445], [2.5349, -2.3404, 0.4643], [1.7570, -1.8906, -1.8870], [1.8582, -1.9503, -3.2610], [0.9628, -1.0211, -3.7636], [0.3510, -0.4122, -2.7553], [0.8475, -0.9006, -1.5702], [-0.9041, 0.4779, -2.7920], [-0.5858, 1.7565, -1.9945], [-0.7912, 3.0198, -2.3302], [-0.6366, 3.8224, -1.2053], [-0.3375, 2.9826, -0.1589], [-0.2521, 1.6933, -0.6635], [-0.2640, 3.3784, 1.2838], [1.1747, 3.6041, 1.7590], [-1.0985, 2.4394, 2.1580], [-1.9987, -0.2770, -1.9963], [-3.2059, -0.7463, -2.3098], [-3.7277, -1.4339, -1.2202], [-2.7619, -1.3710, -0.2340], [-1.7109, -0.6479, -0.7194], [-2.7343, -1.9448, 1.1449], [-1.3949, -1.6607, 1.8124], [-3.8951, -1.4174, 1.9972], [2.0767, -4.9184, -0.3389], [1.5217, -4.5843, -1.9783], [0.5744, -4.0207, -0.5989], [3.3895, -3.0619, -1.3429], [1.5449, -2.1858, 0.9234], [3.0991, -1.4096, 0.4880], [3.0362, -3.0685, 1.1012], [2.4952, -2.6122, -3.8235], [0.7124, -0.7691, -4.7827], [-1.2355, 0.7264, -3.9018], [-1.0654, 3.2771, -3.3419], [-0.7729, 4.8892, -1.1460], [-0.7578, 4.3516, 1.3138], [1.7869, 2.7206, 1.5991], [1.1801, 3.8671, 2.8179], [1.6318, 4.4301, 1.2153], [-0.6178, 1.4661, 2.2873], [-2.0986, 2.2956, 1.7445], [-1.2183, 2.8593, 3.1570], [-3.6292, -0.5645, -3.2857], [-4.6840, -1.9263, -1.1673], [-2.8386, -3.0296, 1.0489], [-1.2855, -0.5794, 2.0173], [-0.5516, -2.0947, 1.2291], [-1.3032, -2.1428, 2.7870], [-3.8328, -0.3338, 2.1162], [-3.8821, -1.8803, 2.9829], [-4.8518, -1.6518, 1.5344], [4.4256, 0.8079, 1.4190], [3.6410, 0.9160, 2.7150], [2.1985, -0.1641, 2.7585], [1.3070, 0.3434, 1.5395], [1.3336, 0.4653, 4.2016], [2.0997, 0.0946, 5.4715], [5.2763, 1.4853, 1.4817], [3.8276, 1.1076, 0.5580], [4.8196, -0.1958, 1.2660], [3.2992, 1.9280, 2.9311], [4.2272, 0.5544, 3.5652], [0.3598, -0.0280, 4.1795], [1.2016, 1.5396, 4.0747], [2.2599, -0.9802, 5.5505], [1.4989, 0.4055, 6.3251], [3.0555, 0.6092, 5.5469]]}

Entry 3:
{"formula": "C48H49F2MoN7O7", "method": "the ωB97M-V functional and the def2-TZVPD basis", "multiplicity": 3, "homo_lumo_gap_ev": [5.4, 6.0], "homo_ev": [-6.615, -7.288], "total_charge": 0, "species": ["Mo", "N", "C", "C", "O", "O", "H", "H", "H", "H", "C", "C", "C", "C", "C", "C", "C", "C", "C", "C", "C", "C", "N", "C", "C", "C", "C", "C", "C", "F", "H", "H", "H", "H", "H", "H", "H", "H", "H", "H", "H", "H", "H", "H", "H", "H", "H", "H", "H", "H", "H", "C", "C", "C", "C", "C", "C", "C", "F", "C", "C", "C", "O", "C", "C", "N", "C", "C", "O", "O", "H", "H", "H", "H", "H", "H", "H", "H", "H", "H", "H", "O", "C", "N", "C", "C", "C", "C", "C", "N", "C", "O", "N", "C", "C", "C", "C", "N", "C", "C", "C", "H", "H", "H", "H", "H", "H", "H", "H", "H", "H", "H", "H", "H"], "coordinates": [[0.2707, -0.2039, -0.5973], [-2.0543, -0.1704, -0.3190], [-2.5145, -1.4342, 0.2665], [-1.3132, -2.3033, 0.6715], [-1.4587, -3.3393, 1.2706], [-0.1772, -1.7755, 0.3063], [-2.1760, 0.6203, 0.3385], [-2.5805, 0.0411, -1.1590], [-3.1000, -2.0133, -0.4475], [-3.1055, -1.2744, 1.1697], [2.7227, 2.1649, -2.5425], [3.8950, 1.2327, -2.2266], [4.4186, 1.5345, -0.8220], [3.5501, -0.2297, -2.5128], [4.0272, -0.7116, -3.7323], [3.8613, -2.0261, -4.1233], [3.2311, -2.9077, -3.2659], [2.7237, -2.4814, -2.0460], [2.1224, -3.5223, -1.1166], [0.9468, -4.2446, -1.7834], [3.2016, -4.5222, -0.6822], [2.8264, -1.1167, -1.6872], [2.2257, -0.7022, -0.4483], [2.9824, -1.0015, 0.6917], [4.3467, -1.3421, 0.5612], [5.1740, -1.5785, 1.6404], [4.6834, -1.5223, 2.9334], [3.3423, -1.2415, 3.1113], [2.5239, -0.9960, 2.0283], [1.2298, -0.7646, 2.3543], [3.0799, 3.1840, -2.7075], [2.0294, 2.1786, -1.7059], [2.1968, 1.8365, -3.4419], [4.7035, 1.4789, -2.9211], [3.6217, 1.4878, -0.0807], [4.8440, 2.5400, -0.8037], [5.1989, 0.8337, -0.5337], [4.5676, -0.0309, -4.3801], [4.2447, -2.3663, -5.0770], [3.1362, -3.9497, -3.5440], [1.7398, -3.0375, -0.2229], [1.2843, -4.8701, -2.6123], [0.2309, -3.5218, -2.1694], [0.4369, -4.8803, -1.0578], [3.5938, -5.0688, -1.5418], [2.7845, -5.2424, 0.0232], [4.0268, -4.0019, -0.1947], [4.7549, -1.3977, -0.4374], [6.2178, -1.8062, 1.4667], [5.3244, -1.6975, 3.7858], [2.9009, -1.2059, 4.0984], [-3.0123, 1.4464, -7.2963], [-1.7905, 2.2804, -6.9092], [-2.1089, 3.7549, -7.1386], [-0.9671, 4.6402, -6.6650], [-0.7119, 4.3692, -5.2105], [-0.2934, 5.3819, -4.3663], [-0.0557, 5.1110, -3.0260], [0.3034, 6.1191, -2.2193], [-0.1610, 3.8467, -2.5146], [-0.5445, 2.8053, -3.3688], [-0.5182, 1.4530, -2.9085], [0.0015, 1.1580, -1.7789], [-1.0229, 0.4460, -3.7578], [-1.4366, 0.7886, -5.0111], [-1.3892, 2.0439, -5.5041], [-0.8977, 3.0748, -4.7096], [-1.0809, -0.9985, -3.3106], [-1.7644, -1.7853, -3.9436], [-0.3989, -1.2853, -2.2618], [-3.3950, 1.7972, -8.2532], [-3.7996, 1.5656, -6.5509], [-2.7899, 0.3870, -7.4021], [-0.9460, 1.9950, -7.5463], [-3.0210, 4.0106, -6.5922], [-2.3000, 3.9075, -8.2002], [-1.1985, 5.6937, -6.8195], [-0.0651, 4.4121, -7.2414], [-0.1504, 6.3848, -4.7452], [0.0649, 3.6311, -1.4785], [-1.8024, 0.0122, -5.6650], [1.3517, 2.9300, 2.1995], [1.0596, 2.0888, 1.4199], [0.7487, 1.2484, 0.6391], [-5.4067, -2.2254, 3.3214], [-4.2453, -1.4449, 3.8745], [-4.3716, -0.1078, 4.2302], [-3.3042, 0.6084, 4.7531], [-2.0686, -0.0094, 4.9096], [-0.9326, 0.6463, 5.4214], [-0.5995, 1.9610, 5.6156], [0.1700, 2.2725, 6.5058], [-1.1284, 2.9690, 4.8165], [-1.5462, 3.0479, 3.4901], [-1.9005, 4.3071, 3.0007], [-2.3250, 4.4467, 1.6945], [-2.4162, 3.3129, 0.9041], [-2.0715, 2.1143, 1.3561], [-1.6235, 1.9770, 2.5989], [-1.9382, -1.3564, 4.5773], [-3.0115, -2.0623, 4.0684], [-6.1389, -1.5677, 2.8540], [-5.9107, -2.7700, 4.1226], [-5.0637, -2.9562, 2.5891], [-5.3246, 0.3912, 4.0994], [-3.4404, 1.6405, 5.0467], [-0.3057, 0.0429, 5.9310], [-0.8602, 3.8606, 5.2052], [-1.8223, 5.1734, 3.6466], [-2.5748, 5.4198, 1.2963], [-2.7606, 3.3592, -0.1236], [-1.2818, 0.9867, 2.8576], [-0.9811, -1.8466, 4.7102], [-2.8797, -3.0996, 3.7913]]}

Entry 4:
{"formula": "C19H29F5N5OOsSSi2Te", "method": "the ωB97M-V functional and the def2-TZVPD basis", "homo_lumo_gap_ev": [5.6, 5.6], "homo_ev": [-10.549, -10.549], "total_charge": 1, "species": ["Os", "N", "C", "S", "N", "N", "C", "C", "C", "C", "C", "C", "N", "H", "H", "H", "H", "H", "H", "H", "C", "Si", "C", "C", "C", "C", "C", "C", "C", "C", "N", "Si", "C", "C", "C", "H", "H", "H", "H", "H", "H", "H", "H", "H", "H", "H", "H", "H", "H", "H", "H", "H", "H", "H", "H", "H", "H", "F", "Te", "F", "F", "F", "F", "O"], "coordinates": [[-0.9272, 0.2384, 0.8351], [-4.8262, 0.6494, 2.6222], [-3.6319, 0.2788, 2.1418], [-2.3181, 1.4482, 2.2641], [-3.5359, -0.9373, 1.6346], [-2.2686, -1.1794, 1.1946], [-1.8285, -2.3804, 1.0267], [-0.3933, -2.5383, 0.7104], [0.2652, -3.6150, 1.2968], [1.5307, -4.1873, 0.7207], [2.6632, -3.2405, 1.0047], [2.6854, -2.0325, 0.1104], [0.1665, -1.4306, 0.1375], [-4.9260, 1.5102, 3.1303], [-5.5644, -0.0343, 2.6683], [-2.4559, -3.2259, 1.2831], [-0.4047, -4.3154, 1.7834], [1.7174, -5.1612, 1.1723], [3.6339, -3.7077, 1.1353], [3.4830, -1.3861, 0.4859], [0.3866, 4.2798, 0.1524], [1.2030, 2.6010, 0.1909], [2.8169, 2.5741, -0.7431], [1.5454, 2.1296, 1.9558], [-0.0559, 1.3817, -0.7029], [-1.3778, 1.8768, -1.1777], [-1.7566, 2.9067, -2.0181], [-3.1150, 3.1087, -2.2080], [-4.0303, 2.2711, -1.5749], [-3.5684, 1.2461, -0.7748], [-2.2613, 1.0519, -0.6003], [0.4100, 0.1488, -1.9734], [-0.8028, -1.0968, -2.5960], [1.7975, 0.3540, -3.1667], [2.8301, -2.2012, -1.3832], [0.9865, 4.9498, 0.7697], [-0.6168, 4.2522, 0.5799], [0.3193, 4.7222, -0.8405], [3.5218, 3.2306, -0.2328], [2.7223, 2.9311, -1.7687], [3.2621, 1.5789, -0.7475], [2.1191, 2.9638, 2.3687], [2.1434, 1.2239, 2.0735], [0.6676, 2.0229, 2.5915], [-1.0143, 3.5330, -2.4911], [-3.4629, 3.9105, -2.8450], [-5.0930, 2.3976, -1.7123], [-4.2396, 0.5548, -0.2830], [-1.2011, -0.7515, -3.5556], [-1.6296, -1.2577, -1.9097], [-0.2911, -2.0428, -2.7744], [1.3622, 0.9372, -3.9891], [2.1153, -0.6022, -3.5755], [2.6550, 0.8980, -2.7854], [1.9568, -2.6602, -1.8390], [3.0325, -1.2345, -1.8350], [3.6844, -2.8435, -1.5960], [-0.0115, -0.3743, 2.4023], [1.6677, -2.4029, 2.9034], [3.1165, -0.8568, 2.8154], [0.0964, -2.7704, 4.1781], [2.1919, -4.1216, 3.5807], [1.3261, -4.4222, -0.6601], [1.5270, -1.1512, 0.4392]]}

Entry 5:
{"formula": "C3H6N2OS2", "method": "the ωB97M-V functional and the def2-TZVPD basis", "homo_lumo_gap_ev": 8.1, "homo_ev": -8.355, "total_charge": 0, "species": ["C", "C", "C", "H", "H", "H", "H", "H", "H", "N", "N", "O", "S", "S"], "coordinates": [[1.1819, 1.6658, 0.0894], [1.7015, 0.2923, 0.0594], [-2.1684, -0.9397, -0.0961], [1.1102, 1.7746, 1.4444], [2.0388, 2.3095, 0.0713], [0.2264, 2.0150, -0.5349], [-2.4881, -1.9935, -0.3734], [-4.0006, -0.7586, -0.7273], [-2.3527, 1.5781, -0.2073], [-1.1614, -0.1871, 0.2544], [-3.3442, -0.2768, -0.0778], [-3.4070, 1.1420, -0.1310], [3.3027, -0.1701, -0.2557], [0.4455, -0.8877, 0.2447]]}